19
Properties=species:S:1:pos:R:3:forces:R:3 method="wB97M-V/def2-TZVPD" spin_multiplicity=1 orbital_gap_ha="0.2845 / 0.2845" homo_ev="-7.6 / -7.6" total_energy_ev=-8923.097 largest_force_ha_per_bohr=0.08869
C 1.708016 0.731764 -1.326148 -0.4 -0.2 -0.1
C -0.711950 -0.158283 -0.381204 0.7 0.4 -4.5
C -0.027189 -0.303599 1.535160 2.0 0.8 2.7
N -1.997970 0.403377 -0.248848 -0.1 0.0 0.5
C 0.897698 0.556569 1.080294 -1.0 -0.7 -0.1
C 0.560758 0.846505 -0.334398 -0.9 -1.0 0.4
C -0.557676 -1.256164 -1.182584 -0.3 0.7 1.1
C -0.528436 -1.070020 2.492895 0.0 0.0 -0.4
H -2.594067 0.313029 -1.058082 0.1 0.0 0.1
H -2.040540 1.321234 0.167102 0.0 -0.1 0.0
H 1.714144 1.010392 1.627569 -0.3 0.2 0.4
H 0.071343 1.822697 -0.423802 0.2 0.0 0.0
H 0.414466 -1.662337 -1.398588 0.2 0.1 -0.1
H -1.415042 -1.796292 -1.556802 -0.1 -0.2 0.2
H -1.578162 -1.040641 2.746503 0.0 0.3 0.3
H 0.070400 -1.835954 2.966369 0.0 -0.4 -0.4
H 2.459347 1.492127 -1.103696 0.0 0.0 0.0
H 2.197801 -0.238112 -1.252980 0.0 -0.1 0.0
H 1.357059 0.863707 -2.348761 0.1 0.0 0.0